1:
{"formula": "C5H8N2", "method": "the ωB97M-V functional and the def2-TZVPD basis", "homo_energy_ha": [-0.2922, -0.2921], "orbital_gap_ev": [7.89, 7.89], "symbols": ["C", "N", "C", "C", "C", "C", "N", "H", "H", "H", "H", "H", "H", "H", "H"], "xyz": [[1.444, -0.082, -1.603], [0.438, -0.513, -0.639], [-0.921, -0.815, -0.910], [-1.643, -0.881, 0.250], [-0.682, 1.017, 1.542], [-0.573, -0.515, 1.235], [0.739, -0.449, 0.579], [2.341, -0.686, -1.473], [1.677, 0.964, -1.389], [1.042, -0.176, -2.610], [-1.189, -0.923, -1.956], [-1.465, 1.186, 2.276], [-0.940, 1.538, 0.614], [0.267, 1.419, 1.914], [-0.535, -1.083, 2.170]]}


2:
{"formula": "C5H8N2", "method": "the ωB97M-V functional and the def2-TZVPD basis", "smiles": "C[C@H]1CN1C=C=N", "homo_energy_ha": -0.3125, "orbital_gap_ev": 9.47, "symbols": ["C", "C", "C", "N", "C", "C", "N", "H", "H", "H", "H", "H", "H", "H", "H"], "xyz": [[-1.982, -0.945, 0.306], [-0.757, -0.189, -0.140], [-0.572, 1.255, 0.145], [0.138, 0.236, 0.922], [1.549, 0.135, 0.734], [2.132, -0.227, -0.387], [2.655, -0.627, -1.429], [-2.362, -0.516, 1.238], [-1.736, -1.996, 0.491], [-2.775, -0.902, -0.449], [-0.293, -0.550, -1.062], [0.022, 1.833, -0.562], [-1.333, 1.817, 0.682], [2.164, 0.411, 1.585], [2.856, 0.150, -2.064]]}


3:
{"formula": "C5H8N2", "method": "the ωB97M-V functional and the def2-TZVPD basis", "smiles": "C[C@H]1CN1CC#N", "homo_energy_ha": -0.3635, "orbital_gap_ev": 10.81, "symbols": ["C", "C", "C", "N", "C", "C", "N", "H", "H", "H", "H", "H", "H", "H", "H"], "xyz": [[-1.879, -0.706, 0.337], [-0.740, 0.053, -0.291], [-0.371, 1.432, 0.118], [0.427, 0.291, 0.544], [1.717, 0.158, -0.106], [2.124, -1.257, -0.151], [2.435, -2.369, -0.207], [-2.019, -0.385, 1.374], [-1.668, -1.781, 0.338], [-2.812, -0.537, -0.212], [-0.534, -0.190, -1.337], [0.043, 2.093, -0.643], [-0.920, 1.935, 0.912], [1.730, 0.544, -1.141], [2.466, 0.719, 0.464]]}


Which is the most stable structure? 3 is the most stable.


1:
{"formula": "C5H8N2", "method": "the ωB97M-V functional and the def2-TZVPD basis", "smiles": "C[C@H]1CN1CC#N", "homo_energy_ha": -0.3643, "orbital_gap_ev": 10.83, "symbols": ["C", "C", "C", "N", "C", "C", "N", "H", "H", "H", "H", "H", "H", "H", "H"], "xyz": [[-1.899, -0.354, 0.508], [-0.724, 0.186, -0.260], [-0.110, 1.519, -0.025], [0.515, 0.308, 0.487], [1.694, -0.154, -0.217], [1.777, -1.619, -0.103], [1.809, -2.772, -0.032], [-1.973, 0.123, 1.489], [-1.762, -1.427, 0.675], [-2.837, -0.206, -0.034], [-0.624, -0.198, -1.279], [0.365, 2.020, -0.869], [-0.511, 2.190, 0.731], [1.689, 0.095, -1.293], [2.592, 0.289, 0.223]]}


2:
{"formula": "C5H8N2", "method": "the ωB97M-V functional and the def2-TZVPD basis", "smiles": "C/N=C/[C@H]1N=C1C", "homo_energy_ha": -0.3472, "orbital_gap_ev": 10.50, "symbols": ["C", "N", "C", "C", "N", "C", "C", "H", "H", "H", "H", "H", "H", "H", "H"], "xyz": [[-0.250, 2.223, -1.639], [0.032, 0.975, -0.962], [-0.958, 0.298, -0.555], [-0.796, -1.040, 0.075], [0.345, -1.913, -0.430], [0.438, -1.451, 0.729], [1.303, -1.465, 1.928], [-1.323, 2.472, -1.681], [0.129, 2.167, -2.665], [0.288, 3.041, -1.147], [-1.997, 0.651, -0.675], [-1.730, -1.555, 0.308], [0.776, -1.981, 2.738], [1.498, -0.441, 2.258], [2.245, -1.981, 1.718]]}


3:
{"formula": "C5H8N2", "method": "the ωB97M-V functional and the def2-TZVPD basis", "smiles": "NC[C@@H]1C=CN=C1", "homo_energy_ha": -0.3305, "orbital_gap_ev": 9.95, "symbols": ["N", "C", "C", "C", "C", "N", "C", "H", "H", "H", "H", "H", "H", "H", "H"], "xyz": [[-1.689, 0.011, 0.989], [-1.112, -0.479, -0.266], [0.380, -0.665, -0.272], [0.917, 0.137, 0.816], [1.711, 1.047, 0.325], [1.681, 0.919, -1.095], [0.925, -0.037, -1.471], [-2.456, -0.533, 1.266], [-1.696, 1.046, 1.151], [-1.288, 0.249, -1.272], [-1.620, -1.458, -0.572], [0.624, -1.651, -0.041], [0.493, 0.180, 1.839], [2.328, 1.778, 1.043], [0.801, -0.543, -2.439]]}


4:
{"formula": "C5H8N2", "method": "the ωB97M-V functional and the def2-TZVPD basis", "homo_energy_ha": -0.2827, "orbital_gap_ev": 8.74, "symbols": ["C", "C", "C", "C", "N", "C", "N", "H", "H", "H", "H", "H", "H", "H", "H"], "xyz": [[2.426, -0.466, -0.041], [0.967, -0.110, 0.001], [-0.178, -0.794, -0.439], [-1.237, 0.062, -0.094], [-2.469, -0.566, -0.494], [-0.825, 1.214, 0.519], [0.546, 1.095, 0.570], [2.882, -0.494, 0.959], [2.514, -1.465, -0.476], [3.019, 0.223, -0.659], [-1.298, -1.536, -0.869], [-3.100, -0.030, -1.067], [-3.047, -1.009, 0.207], [-1.352, 2.076, 0.915], [1.153, 1.801, 0.969]]}


Which is the most stable structure? 1 is the most stable.


1:
{"formula": "C5H8N2", "method": "the ωB97M-V functional and the def2-TZVPD basis", "homo_energy_ha": [-0.3193, -0.2717], "orbital_gap_ev": [8.45, 7.70], "symbols": ["C", "C", "C", "C", "C", "N", "N", "H", "H", "H", "H", "H", "H", "H", "H"], "xyz": [[1.076, 0.164, 1.715], [1.506, 0.231, -1.427], [0.723, -1.009, -1.829], [-1.318, 2.132, 1.132], [0.755, -0.817, 0.744], [1.419, 0.934, 2.491], [1.291, -0.774, -0.494], [2.562, 0.229, -1.800], [1.082, 1.350, -1.355], [-0.318, -1.061, -1.962], [1.309, -1.554, -2.503], [-1.662, 3.057, 1.604], [-1.363, 1.175, 1.614], [-1.233, 1.987, -0.002], [-0.024, -1.587, 0.916]]}


2:
{"formula": "C5H8N2", "method": "the ωB97M-V functional and the def2-TZVPD basis", "homo_energy_ha": -0.2576, "orbital_gap_ev": 7.68, "symbols": ["C", "C", "C", "C", "C", "N", "N", "H", "H", "H", "H", "H", "H", "H", "H"], "xyz": [[-2.450, 0.046, -0.343], [2.415, -1.052, -0.637], [1.024, 0.735, 0.256], [-2.456, -1.227, 0.385], [0.515, 2.135, 0.271], [-2.391, 1.127, -0.738], [1.778, -0.030, -0.257], [1.941, -1.960, -0.917], [3.409, -0.899, -0.347], [-1.760, -1.289, 1.128], [-2.371, -2.021, -0.237], [-3.389, -1.434, 0.759], [-0.196, 2.393, 0.972], [0.252, 2.447, -0.758], [1.361, 2.611, 0.507]]}


3:
{"formula": "C5H8N2", "method": "the ωB97M-V functional and the def2-TZVPD basis", "smiles": "C1=NN2CC[C@H]2C1", "homo_energy_ha": -0.2799, "orbital_gap_ev": 8.72, "symbols": ["C", "N", "N", "C", "C", "C", "C", "H", "H", "H", "H", "H", "H", "H", "H"], "xyz": [[-2.046, -0.481, -0.041], [-1.162, -1.511, -0.084], [0.134, -0.852, 0.069], [1.551, -1.011, 0.103], [1.644, 0.566, -0.280], [0.141, 0.609, 0.443], [-1.361, 0.829, -0.058], [-3.303, -0.564, -0.322], [2.160, -1.689, -0.611], [2.048, -1.275, 1.047], [2.576, 1.207, -0.046], [1.628, 0.658, -1.450], [-0.026, 0.699, 1.603], [-2.280, 1.418, 0.675], [-1.702, 1.398, -1.049]]}


Which is the most stable structure? 2 is the most stable.


1:
{"formula": "C5H8N2", "method": "the ωB97M-V functional and the def2-TZVPD basis", "smiles": "[H]/N=C/C=C\\C=N\\C", "homo_energy_ha": -0.3446, "orbital_gap_ev": 9.50, "symbols": ["H", "N", "C", "C", "C", "C", "N", "C", "H", "H", "H", "H", "H", "H", "H"], "xyz": [[1.120, -1.271, -3.091], [0.354, -1.695, -2.565], [0.398, -1.293, -1.357], [-0.621, -1.756, -0.396], [-1.015, -1.093, 0.701], [-0.540, 0.243, 1.104], [0.107, 1.000, 0.315], [0.564, 2.284, 0.782], [1.152, -0.607, -0.971], [-1.074, -2.716, -0.636], [-1.755, -1.552, 1.354], [-0.788, 0.559, 2.130], [1.651, 2.336, 0.658], [0.133, 3.060, 0.141], [0.314, 2.501, 1.832]]}


2:
{"formula": "C5H8N2", "method": "the ωB97M-V functional and the def2-TZVPD basis", "smiles": "CC1(C)N[C@H]1C#N", "homo_energy_ha": -0.3691, "orbital_gap_ev": 10.94, "symbols": ["C", "C", "C", "N", "C", "C", "N", "H", "H", "H", "H", "H", "H", "H", "H"], "xyz": [[-0.039, -0.865, 1.126], [0.125, 0.264, 0.132], [-0.303, 1.606, 0.683], [1.218, 0.371, -0.814], [-0.101, -0.041, -1.319], [-0.270, -1.427, -1.721], [-0.368, -2.539, -2.032], [-1.097, -0.904, 1.403], [0.526, -0.678, 2.043], [0.238, -1.849, 0.739], [0.428, 1.912, 1.441], [-0.319, 2.365, -0.103], [-1.288, 1.554, 1.161], [1.867, -0.411, -0.798], [-0.625, 0.672, -1.953]]}


3:
{"formula": "C5H8N2", "method": "the ωB97M-V functional and the def2-TZVPD basis", "smiles": "CC/N=C\\CC#N", "homo_energy_ha": -0.3636, "orbital_gap_ev": 10.64, "symbols": ["C", "C", "N", "C", "C", "C", "N", "H", "H", "H", "H", "H", "H", "H", "H"], "xyz": [[1.507, -1.384, -0.386], [1.131, -0.448, 0.815], [-0.225, -0.496, 1.372], [-1.121, 0.262, 0.917], [-1.300, 1.462, -0.178], [-1.498, 0.904, -1.430], [-1.682, 0.433, -2.457], [1.181, -2.460, -0.082], [1.016, -1.059, -1.439], [2.571, -1.204, -0.714], [1.785, -0.814, 1.640], [1.362, 0.593, 0.433], [-2.075, 0.244, 1.482], [-2.208, 1.831, 0.192], [-0.446, 2.137, -0.165]]}


Which is the most stable structure? 2 is the most stable.